178
Properties=species:S:1:pos:R:3:forces:R:3 method="wB97M-V/def2-TZVPD" orbital_gap_ev=8.11 total_energy_ev=-175322.3493 charge=+2 lumo_ha=-0.163
C 4.41877 -2.57579 -1.44199 -0.2780 -0.1810 -0.4799
N 5.18040 -3.35291 -0.41155 0.9993 -0.5767 1.2631
C 6.36732 -4.02655 -1.03898 0.4119 0.8773 -0.6765
C 5.68109 -2.43480 0.66113 -1.3201 0.0483 0.2320
C 4.37388 -4.49324 0.17949 0.1648 0.2276 0.4288
C 3.22635 -4.09455 1.06717 -1.6941 -0.1041 0.2770
O 2.25296 -3.26456 0.44631 0.1545 0.2699 -0.2022
H 5.12129 -2.23911 -2.19916 -0.1485 -0.0136 -0.1238
H 3.86647 -1.73280 -1.03531 0.3170 -0.0291 0.4132
H 3.65422 -3.23108 -1.84862 0.3087 -0.0476 -0.4044
H 5.97180 -4.63333 -1.84810 0.3787 -0.1521 -0.0590
H 7.01400 -4.55743 -0.34324 -0.7069 -0.3685 0.3532
H 7.03732 -3.24893 -1.40994 -0.3699 0.0493 -0.4560
H 6.14184 -3.00015 1.46668 0.3614 -0.0344 -0.2178
H 4.77904 -1.97512 1.06695 0.1851 0.1835 0.0933
H 6.29993 -1.65020 0.23895 0.2253 -0.2205 -0.1041
H 5.01481 -5.11417 0.80986 0.3755 0.2331 -0.1494
H 4.09965 -5.11720 -0.66894 -0.3819 0.1262 0.0059
H 3.45570 -3.58373 2.00526 0.7728 0.0421 -0.2452
H 2.74057 -5.00981 1.42707 0.2405 -0.1726 -0.2287
H 1.48143 -3.75763 0.15226 0.1112 -0.1550 0.0038
C 0.58940 4.44212 -2.03662 -1.4959 0.3090 0.6240
C 0.37077 3.58821 -3.29916 0.5450 0.7166 1.5629
N 0.67084 2.21020 -2.95452 0.9894 0.4261 -0.4639
C 1.62722 1.44123 -3.57463 -0.2896 -0.2030 0.0497
C 1.54093 0.22027 -3.00291 -0.0608 -0.5957 0.2354
N 0.59280 0.28912 -2.00636 -0.1054 0.9700 0.1920
C 0.08909 1.53183 -1.97794 -0.3263 -0.5359 -0.6212
C 0.28539 -0.75045 -1.05215 -0.8685 -0.7849 -0.0354
H -0.12924 4.25870 -1.22503 -0.2496 -0.2229 -0.2557
H 0.42724 5.48809 -2.31252 0.4352 0.0759 0.0425
H 1.54754 4.27041 -1.53867 0.3373 0.1197 -0.5656
H 1.09878 4.06542 -3.94585 -0.0903 -1.0372 -0.8205
H -0.62996 3.61661 -3.71905 0.0165 0.2774 -0.0146
H 2.29993 1.81863 -4.32408 -0.2384 -0.0729 -0.2438
H 2.00654 -0.72027 -3.24203 0.2779 0.1451 -0.0275
H -0.76790 1.90290 -1.43257 0.0636 -0.3679 0.2693
H -0.59884 -1.32216 -1.34787 0.0067 0.2415 -0.3241
H 0.01920 -0.32642 -0.08599 0.3524 0.1102 0.0378
H 1.11389 -1.45133 -1.01222 0.2067 0.2031 0.2498
C 5.28649 6.27299 0.97560 0.3632 0.0917 0.6112
C 3.94086 6.22547 0.28844 0.1853 -0.0537 -0.7919
N 4.06342 6.37623 -1.16771 1.0394 -0.0264 -0.7377
C 3.81232 7.49152 -1.93840 -1.2058 0.0827 0.1833
C 3.98314 7.15254 -3.23675 0.1687 -0.0110 0.1405
N 4.46504 5.86267 -3.25174 0.8237 1.1736 0.6453
C 4.56907 5.45047 -1.99241 -1.0328 -0.8423 -0.5871
C 5.02082 5.22765 -4.44177 -1.2535 -0.3904 -0.9218
H 5.14573 6.39690 2.05184 -0.0286 -0.2480 -0.0003
H 5.94960 7.09042 0.69111 -0.3438 0.1542 -0.3323
H 5.84435 5.35306 0.79937 -0.0630 -0.0350 0.0648
H 3.23942 6.99933 0.59460 0.0792 -0.0330 0.2057
H 3.48223 5.24321 0.40515 -0.1723 0.1329 0.3836
H 3.36413 8.38302 -1.53311 0.1639 0.0035 0.1016
H 3.76841 7.72047 -4.12625 0.1826 -0.1028 -0.1042
H 4.78670 4.41193 -1.79306 0.2817 0.1717 0.4644
H 5.92421 4.65895 -4.25694 -0.0038 0.0793 0.2309
H 5.16864 6.00720 -5.18393 0.2928 -0.0179 0.0680
H 4.21766 4.60706 -4.85111 0.3116 -0.2472 -0.1161
C -0.22939 8.57132 -3.65927 -0.3170 -0.0124 0.0296
C -1.50335 8.16687 -4.39098 -0.3801 0.2049 0.1014
N -2.08206 6.92003 -3.84685 0.4848 0.4780 -0.1437
C -2.41622 5.81019 -4.58251 0.2187 0.2304 0.5659
C -2.99642 4.94987 -3.69845 -0.3248 -0.7018 -0.8279
N -2.99841 5.52665 -2.46571 0.5177 0.8072 -0.1518
C -2.39962 6.73181 -2.57083 -1.0855 -0.6182 -0.1077
C -3.49190 4.91974 -1.23453 -0.2151 -0.2785 0.2242
H 0.62182 7.98137 -3.99079 0.0532 0.1208 -0.0882
H -0.36021 8.42910 -2.58361 -0.0020 -0.0645 0.0206
H -0.08278 9.64301 -3.78501 0.2930 -0.0739 -0.2535
H -1.40199 8.03010 -5.46496 0.4501 -0.2126 0.0817
H -2.25465 8.95333 -4.29485 -0.0807 -0.1002 0.2320
H -2.08620 5.73203 -5.60631 -0.2726 -0.1862 -0.0439
H -3.42284 3.97461 -3.89234 0.1582 -0.1313 0.1657
H -2.40808 7.48006 -1.79847 0.2338 -0.0274 0.0461
H -3.42097 3.83595 -1.31755 0.2311 0.0497 0.0321
H -4.53866 5.14793 -1.03835 0.0246 0.2536 -0.2289
H -2.88386 5.28676 -0.41210 -0.0209 -0.1875 0.0590
C 2.46989 7.74181 3.94608 0.3268 -0.2030 -0.0408
C 1.23991 7.27748 3.16432 -0.1608 0.9642 1.1830
N 1.30553 5.87763 2.75379 -0.2030 0.0000 -0.2060
C 0.78999 5.36215 1.58362 0.3075 -0.5623 -0.0631
C 0.91295 4.00090 1.66954 -0.3221 0.0580 0.4416
N 1.36089 3.72176 2.94225 0.8208 0.7075 -0.9385
C 1.65598 4.87135 3.54225 0.1191 -0.5579 0.4152
C 1.56785 2.37610 3.44759 0.0043 -0.5679 -0.1252
H 2.82026 7.00917 4.67421 0.0630 -0.1893 -0.2366
H 2.31185 8.61769 4.57326 -0.4534 0.1739 -0.3739
H 3.26475 7.98501 3.24074 0.2083 -0.1186 0.1955
H 1.09396 7.94436 2.31774 0.0024 -0.4135 -0.3394
H 0.35022 7.39338 3.78547 -0.0389 -0.1058 -0.0472
H 0.38633 6.03049 0.84402 0.0474 -0.2128 -0.2022
H 0.79411 3.13810 1.03584 -0.6666 0.4111 -0.3783
H 2.20016 4.93195 4.46873 -0.3467 0.1489 0.1762
H 0.73078 2.13284 4.09746 0.2821 -0.0782 0.2883
H 2.56280 2.26489 3.87281 -0.1878 0.2141 0.4356
H 1.52141 1.66489 2.62591 -0.1668 0.2347 -0.1613
C -1.39090 -1.95549 2.82417 1.1691 -0.2709 0.2778
C -2.28011 -3.10384 2.39058 -1.1186 0.2285 -0.1592
C -2.57613 -4.18597 3.45398 1.0569 0.6172 -0.6805
C -3.53692 -5.20103 2.84525 -0.2817 -0.6227 0.6999
P -3.90984 -6.68434 3.88316 0.5904 1.2212 0.1778
C -5.20158 -6.24283 5.09724 0.5178 -1.3199 0.9560
C -6.53285 -5.80435 4.49202 0.6903 0.0497 -0.1421
C -7.51207 -5.30223 5.54404 -0.1462 -0.1096 -0.0142
C -8.28368 -6.43882 6.20330 -1.4660 0.7240 0.0694
C -4.43637 -8.15329 2.91332 0.5634 1.2089 -0.2159
C -3.50618 -8.54965 1.74262 0.4332 -0.9568 1.2233
C -4.03837 -9.82547 1.12834 -0.9890 -0.8790 -1.0251
C -3.12091 -10.50873 0.12081 0.6683 0.2791 -0.5525
C -2.42359 -7.11192 4.88638 -0.4210 -0.5482 0.0560
C -1.35268 -8.03625 4.27867 0.6782 0.0614 1.4140
C -0.54980 -7.42873 3.12412 -1.0122 -0.6638 0.3180
C 0.30887 -8.51161 2.46489 -0.1746 1.0797 -0.1550
H -0.40754 -2.28668 3.19076 -0.0760 -0.2999 -0.1068
H -1.78845 -1.36007 3.64439 -0.3863 -0.0097 -0.1742
H -1.16944 -1.28792 1.99425 -0.3128 0.1072 -0.0115
H -2.00503 -3.53764 1.42403 0.4849 -0.1392 0.1910
H -3.25461 -2.65949 2.15232 -0.0090 0.0680 0.0120
H -2.89353 -3.59746 4.31610 -0.4731 -0.6036 0.2758
H -1.64864 -4.70409 3.71512 0.0364 0.1443 0.1056
H -3.06887 -5.59920 1.94305 -0.2356 0.1471 -0.2001
H -4.48693 -4.71806 2.61466 -0.0178 -0.1480 -0.3097
H -4.82458 -5.66644 5.95294 0.2625 1.0102 -0.8215
H -5.28053 -7.14933 5.72650 -0.5197 -0.3992 -0.6643
H -6.93097 -6.66946 3.95544 -0.2730 0.1267 0.0003
H -6.31375 -5.04723 3.73477 -0.2204 0.1491 0.0998
H -8.22459 -4.61416 5.08678 -0.0551 -0.1486 -0.1408
H -6.99954 -4.68392 6.28600 0.1654 -0.1498 0.0255
H -9.04737 -6.00194 6.85717 0.4807 0.0142 0.4877
H -7.71693 -7.17705 6.76357 0.1432 -0.0169 -0.1219
H -8.97773 -6.89883 5.49284 0.6297 -0.4426 -0.3035
H -5.42463 -7.97062 2.49028 -0.2322 -0.0390 0.4292
H -4.45255 -8.90177 3.70832 -0.2712 -0.3871 -0.3180
H -2.53586 -8.79110 2.17842 0.1435 0.2144 -0.2544
H -3.37024 -7.78608 0.97850 -0.1766 0.1706 0.1051
H -5.00134 -9.58505 0.66040 0.0876 -0.0354 -0.1718
H -4.30797 -10.61408 1.83767 0.1698 0.4263 0.5474
H -3.52169 -11.38891 -0.38190 -0.4516 -0.0090 0.3972
H -2.19737 -10.84580 0.59980 0.0130 0.1086 0.0439
H -2.83601 -9.86462 -0.71720 0.0351 0.2359 0.2163
H -2.91033 -7.56579 5.75765 0.2588 -0.3173 0.0079
H -1.93842 -6.23010 5.30503 -0.2719 0.3272 -0.3263
H -1.70794 -9.06271 4.16478 -0.3396 0.1833 -0.7745
H -0.61450 -8.21878 5.07278 -0.1467 0.2262 0.1677
H 0.07373 -6.63296 3.53632 -0.0147 0.0812 -0.1265
H -1.29314 -6.96802 2.46497 0.4360 -0.0112 -0.4484
H -0.27364 -9.40536 2.25464 0.0880 -0.1035 0.0239
H 1.13642 -8.72447 3.13964 0.0558 -0.3306 -0.1623
H 0.69080 -8.11332 1.52342 0.2237 -0.2751 0.0026
P 1.16396 5.49240 -6.54061 -0.0581 -1.2433 -2.6677
F 0.13937 6.73723 -6.79911 0.1701 -0.0873 0.6417
F 2.43679 6.39662 -6.88548 0.3202 0.5533 0.3371
F 1.31507 5.96310 -4.96782 -0.1102 -0.4964 0.1782
F 2.15769 4.19250 -6.36133 -0.0023 0.6460 1.1766
F -0.07957 4.50536 -6.21866 -0.0816 0.5853 0.9108
F 1.03302 5.08661 -8.08887 -0.0736 0.3072 -0.0070
P -3.03544 0.57399 -3.71022 -1.0567 -0.0792 0.2198
F -3.60448 1.75187 -4.67321 0.4258 0.1010 -0.1323
F -3.40940 -0.51515 -4.82656 0.5115 0.1434 0.3274
F -1.51822 0.75056 -4.25492 -0.2121 0.1310 -0.3879
F -2.47174 -0.56415 -2.69074 0.0400 0.0691 0.0112
F -2.70623 1.75781 -2.59649 0.2986 0.1446 0.2420
F -4.49840 0.43062 -3.03755 0.2019 -0.0636 -0.0879
P 4.41384 -1.01402 -5.09901 -0.4641 -0.3671 -1.3442
F 5.86150 -1.42082 -4.49953 0.1911 0.4200 0.4977
F 5.06097 0.04418 -6.11959 0.1231 -0.6566 0.1249
F 4.53748 -2.29320 -6.08549 -0.0085 0.8857 -0.3298
F 2.93322 -0.65820 -5.66776 0.4043 -0.0521 0.2540
F 3.71081 -2.03930 -4.03545 -0.3254 0.0381 0.9103
F 4.27203 0.19804 -3.99728 0.1402 -0.2364 0.3034
P -2.46137 1.90212 1.61211 -1.8848 -1.9641 -0.7793
F -1.96002 3.07267 0.61242 0.3583 0.9591 0.5241
F -3.99959 2.26224 1.31633 0.2810 -0.1320 -0.7544
F -2.31328 0.90711 0.30204 0.4568 0.6548 0.1786
F -2.94077 0.51941 2.33878 0.3987 0.9755 1.1142
F -0.90281 1.65349 2.06665 0.2513 -0.2992 -0.2253
F -2.61617 2.83608 2.91995 0.7117 -0.0225 -0.0446